No. 1
DFT (the ωB97M-V functional and the def2-TZVPD basis) results for a structure of composition H18Na3O13S.

Its total charge is +2. The calculation puts the molar mass at 327.17 g/mol. As for the total energy: -50978.344 eV. The HOMO energy (spin up / spin down) is -16.25 / -15.33 eV. The frontier orbital gap (spin up / spin down) comes out at 7.3 / 3.1 eV. The spin multiplicity is 2.

```
35
Properties=species:S:1:pos:R:3:lowdin_charge:R:1
Na 0.537 -0.464 -3.480 0.7673
Na -3.123 -0.465 -1.846 0.7937
Na -1.407 2.665 -3.023 0.8279
S -0.378 -0.183 -0.178 0.3519
O -0.770 0.208 -1.560 -0.4174
O 0.010 1.033 0.515 -0.3255
O -1.534 -0.801 0.451 -0.3272
O 0.726 -1.133 -0.311 -0.3302
O -0.954 3.427 -0.576 -0.0357
H -0.463 4.123 -0.140 0.0705
H -0.735 2.635 -0.084 -0.0146
O -0.634 -1.255 3.124 0.0489
H -0.795 -0.935 2.236 -0.0156
H -1.465 -1.123 3.580 0.0688
O 2.698 -2.882 0.071 0.1595
H 2.167 -2.147 -0.236 -0.0132
H 3.535 -2.779 -0.383 0.0935
O -3.704 0.757 1.075 -0.0060
H -3.857 1.257 0.274 0.0170
H -2.816 0.411 0.976 -0.0207
O 3.117 0.030 1.017 0.2836
H 3.084 0.690 0.325 0.0508
H 2.360 -0.532 0.850 0.0438
O 0.587 2.702 2.330 -0.0151
H 0.447 2.036 1.656 -0.0596
H 1.285 3.255 1.980 0.0285
O 0.578 -2.690 -2.421 -0.0330
H 0.603 -2.355 -1.525 -0.0236
H -0.295 -3.073 -2.511 0.0511
O -1.768 -3.263 0.027 -0.0149
H -1.730 -3.400 -0.920 0.0089
H -1.500 -2.353 0.148 -0.0616
O 2.345 2.062 -0.715 -0.0146
H 1.412 1.849 -0.729 -0.0020
H 2.436 2.692 0.001 0.0646
```



No. 2
DFT (the ωB97M-V functional and the def2-TZVPD basis) results for a structure of composition H18NeO9.

Its energy above the lowest of the compared OMol25 structures with the same formula, charge and spin is 0.785 eV. Its total charge is 0. The calculation puts the molar mass at 182.32 g/mol. As for the total energy: -22228.505 eV. The HOMO energy is -10.55 eV. The frontier orbital gap comes out at 10.3 eV. The spin multiplicity is 1.

```
28
Properties=species:S:1:pos:R:3:lowdin_charge:R:1
Ne 0.369 -0.654 -0.319 0.0458
O -2.437 1.152 0.013 -0.0434
H -3.198 1.712 -0.135 0.0660
H -1.725 1.585 -0.458 0.0024
O -0.374 1.820 -1.774 -0.0548
H 0.557 1.991 -1.919 -0.0231
H -0.609 1.184 -2.449 0.0487
O -1.927 2.389 2.494 -0.0661
H -1.957 1.921 1.659 -0.0329
H -2.209 1.742 3.141 0.0297
O 2.185 2.597 -1.930 -0.0216
H 2.450 2.337 -1.049 0.0582
H 2.138 3.553 -1.894 0.0677
O 0.153 -1.993 2.010 -0.0734
H 0.894 -2.047 1.406 -0.0528
H -0.618 -1.984 1.443 0.0044
O 2.144 -2.435 0.215 -0.0452
H 2.952 -2.037 0.538 0.0554
H 2.240 -3.367 0.412 0.0679
O 0.398 -2.409 -3.803 -0.0472
H -0.279 -1.831 -3.451 0.0200
H 1.192 -2.169 -3.325 0.0237
O -3.235 -1.958 0.211 -0.0508
H -3.906 -1.955 0.893 0.0332
H -2.965 -1.042 0.135 -0.0136
O 2.757 0.404 2.914 -0.0435
H 2.159 1.138 3.059 0.0347
H 2.850 0.355 1.963 0.0106
```